Entry 1:
Molecular formula: C7H10O2S2
Method: DFT, ωB97M-V/def2-TZVPD

The geometry in XYZ format:
```
21
C7H10O2S2 (ωB97M-V/def2-TZVPD)
C 1.17723 1.10836 -0.38674
C -1.19695 -0.30445 -0.24484
C 1.67182 -1.18127 0.03227
C 2.02626 -0.76473 -1.40613
C 1.17852 0.07619 0.62617
C 0.99109 0.33837 2.07002
C -3.71814 0.81266 -0.51233
O 0.82740 2.26204 -0.28663
O 1.63517 0.59054 -1.56348
S -1.34053 -1.82836 -0.64546
S -1.95652 1.13264 -0.06343
H 0.86769 -1.94733 0.00782
H 2.51160 -1.61660 0.57535
H 3.10012 -0.83491 -1.60501
H 1.49133 -1.35471 -2.15504
H 1.95530 0.29095 2.58592
H 0.33723 -0.40125 2.53335
H 0.57485 1.33473 2.20828
H -3.82765 -0.21656 -0.83241
H -3.98880 1.49700 -1.30814
H -4.31700 1.00668 0.37047
```

## Properties
* relative energy (zero: lowest compared OMol25 entry of this formula, charge and spin): 5.3 kcal/mol
* maximum force: 1.714 eV Å⁻¹
* Kohn-Sham gap (spin up / spin down): 7.33 / 7.32 eV

---

Entry 2:
Molecular formula: C19H23F5NPZn
Method: DFT, ωB97M-V/def2-TZVPD

The geometry in XYZ format:
```
50
C19H23F5NPZn (ωB97M-V/def2-TZVPD)
C -3.46682 1.58393 -0.95479
C -2.73138 0.77402 -1.80749
C -1.45944 0.29663 -1.42923
C -0.95374 0.60409 -0.17426
C -1.69093 1.40710 0.68796
C -2.94892 1.90398 0.29763
C -0.73209 -0.53324 -2.46498
C 0.80964 -0.51668 -2.54747
N 1.49342 0.36999 -1.55478
Zn 0.85128 -0.24261 0.27724
C -1.18627 1.70881 2.07866
P 0.64971 1.49970 2.15078
H -3.11579 0.49619 -2.79006
H -3.49091 2.54416 0.99719
H -4.44495 1.96045 -1.25504
H -1.58648 0.98479 2.81096
H -1.45734 2.72347 2.40506
H -1.05629 -1.58403 -2.36201
H -1.09286 -0.21615 -3.45646
H 1.19760 -1.53523 -2.39648
C 0.91542 1.48877 3.95583
C 1.22078 3.17177 1.65339
H 1.11904 -0.18424 -3.55383
C 1.20322 1.80072 -1.87404
C 2.97546 0.19382 -1.64205
H 1.97378 -1.13240 1.48133
H 1.92530 2.13995 -2.62996
H 0.19262 1.91498 -2.27259
H 1.32288 2.40971 -0.97364
H 3.36309 0.73952 -2.51426
H 3.43743 0.60245 -0.73384
H 3.23896 -0.86533 -1.73085
H 1.04988 3.87860 2.47508
H 2.29659 3.10835 1.44557
H 0.70093 3.51411 0.75203
H 0.54616 2.41973 4.41207
H 0.38860 0.62604 4.38608
H 1.99045 1.38155 4.15524
H 2.29112 -0.35914 1.51814
F 2.08498 -3.07752 -0.72284
C 0.82667 -3.25328 -0.20129
C 0.16163 -2.19193 0.39059
C -1.06481 -2.49384 0.95716
F -1.72178 -1.57472 1.72712
C -1.68599 -3.74295 0.81731
F -2.94373 -3.93394 1.27146
C -1.01385 -4.77468 0.17429
F -1.61418 -5.96736 -0.01893
C 0.27163 -4.53953 -0.30741
F 0.96030 -5.52857 -0.90955
```

## Properties
* relative energy (zero: lowest compared OMol25 entry of this formula, charge and spin): 0.0 kcal/mol
* maximum force: 2.253 eV Å⁻¹
* Kohn-Sham gap: 7.39 eV

---

Entry 3:
Molecular formula: C17H24ClN3O5S
Method: DFT, ωB97M-V/def2-TZVPD

The geometry in XYZ format:
```
51
C17H24ClN3O5S (ωB97M-V/def2-TZVPD)
O -0.84871 1.85320 -3.30136
C -1.06366 1.20741 -2.29285
N -1.63958 -0.01508 -2.30759
C -1.80192 -0.75194 -3.53712
C -0.75714 -1.87394 -3.64003
N 0.55744 -1.39138 -3.26377
C 1.16491 -0.52547 -4.26328
C 2.46715 0.03860 -3.69866
O 3.36525 -0.98449 -3.33373
C 2.77263 -1.84570 -2.39445
C 1.48204 -2.46220 -2.93634
C -0.71544 1.74323 -0.93826
C 0.22336 2.77348 -0.88199
C 0.61116 3.32660 0.32265
C 0.05075 2.85055 1.50262
Cl 0.50112 3.50754 3.01279
C -0.89257 1.83628 1.45546
S -1.64355 1.21113 2.96473
O -2.48254 0.10990 2.57785
O -2.23236 2.28637 3.69923
N -0.27561 0.69054 3.77681
C 0.16818 -0.64002 3.41152
C -0.57479 -1.70524 4.22515
O -0.45570 -1.45901 5.60888
C -0.97893 -0.19339 5.94971
C -0.23919 0.92195 5.20916
C -1.27766 1.28629 0.24878
H -1.64662 -0.56022 -1.46066
H -1.69367 -0.03405 -4.35134
H -2.80537 -1.18517 -3.57868
H -0.78060 -2.29643 -4.65895
H -1.02539 -2.66981 -2.93848
H 0.49531 0.30467 -4.48443
H 1.37687 -1.07983 -5.19455
H 2.98023 0.64445 -4.44648
H 2.23273 0.66000 -2.82076
H 3.50988 -2.62097 -2.17823
H 2.54142 -1.29005 -1.47171
H 1.03715 -3.10191 -2.17030
H 1.72016 -3.08042 -3.82000
H 0.63614 3.13415 -1.81251
H 1.33770 4.12222 0.36069
H -0.01916 -0.77446 2.34583
H 1.24413 -0.69802 3.60518
H -0.14569 -2.69400 4.05435
H -1.63296 -1.70072 3.92820
H -0.85739 -0.09451 7.02941
H -2.04754 -0.14427 5.68993
H -0.71100 1.88558 5.39725
H 0.81102 0.95353 5.51607
H -2.04200 0.52506 0.28430
```

## Properties
* SMILES: O=C(NCCN1CCOCC1)c1ccc(Cl)c(S(=O)(=O)N2CCOCC2)c1
* maximum force: 1.102 eV Å⁻¹
* Kohn-Sham gap: 9.10 eV

---

Entry 4:
Molecular formula: C7H10O
Method: DFT, ωB97M-V/def2-TZVPD

The geometry in XYZ format:
```
18
C7H10O (ωB97M-V/def2-TZVPD)
C 0.74675 -0.24966 1.51958
C 0.04868 0.95958 1.60412
C 0.24459 1.85694 0.42929
C 0.91003 1.45603 -0.70931
C 1.59293 0.27898 -0.68367
C 1.54557 -0.57347 0.44422
H 0.67621 -0.91789 2.41069
H -0.36106 1.58121 2.46316
H -0.15368 2.82352 0.43234
H 0.94818 2.03649 -1.63802
H 2.28832 0.03460 -1.51836
H 2.10936 -1.47207 0.51222
C -1.82824 -2.09178 -1.15542
O -2.29881 -0.79572 -0.85860
H -2.59602 -2.54024 -1.77002
H -0.92656 -1.98794 -1.67543
H -1.73463 -2.71426 -0.22968
H -1.42155 -0.29736 -0.81095
```

## Properties
* relative energy (zero: lowest compared OMol25 entry of this formula, charge and spin): 31.1 kcal/mol
* SMILES: c1ccccc1.CO
* maximum force: 4.785 eV Å⁻¹
* Kohn-Sham gap: 10.31 eV

---

Entry 5:
Molecular formula: C2H7N3O
Method: DFT, ωB97M-V/def2-TZVPD

The geometry in XYZ format:
```
13
C2H7N3O (ωB97M-V/def2-TZVPD)
H -0.14839 2.42950 -0.21759
N -0.79478 1.62049 0.15752
C -0.30451 0.48371 0.01952
C -1.15068 -0.87074 0.19678
O -2.49067 -0.47500 -0.33087
N 1.08976 0.57561 -0.40876
N 1.62515 -0.80317 -0.12002
H -0.86914 -1.38417 1.06455
H -0.64559 -1.35890 -0.70305
H -2.61899 0.37681 -0.26911
H 1.66452 1.35204 0.04497
H 1.96539 -0.76641 1.04354
H 2.67793 -1.17976 -0.47749
```

## Properties
* relative energy (zero: lowest compared OMol25 entry of this formula, charge and spin): 127.9 kcal/mol
* SMILES: [H]/N=C(/CO)NN
* maximum force: 9.396 eV Å⁻¹
* Kohn-Sham gap: 10.10 eV

---

Entry 6:
Molecular formula: C3H6N2O
Method: DFT, ωB97M-V/def2-TZVPD

The geometry in XYZ format:
```
12
C3H6N2O (ωB97M-V/def2-TZVPD)
H -2.85943 -1.61315 -0.01006
N -2.40035 -0.69262 -0.08647
N -1.17357 -0.88212 -0.06112
C -0.38950 0.49722 -0.12473
O -1.23464 1.51845 0.10479
C 0.93362 0.76869 -0.00630
C 1.85824 -0.47808 0.03522
H -2.13735 1.40978 -0.16089
H 1.23288 1.73228 0.14496
H 1.80561 -1.01476 1.02146
H 2.89622 -0.07539 -0.07598
H 1.46826 -1.17030 -0.78090
```

## Properties
* relative energy (zero: lowest compared OMol25 entry of this formula, charge and spin): 83.4 kcal/mol
* SMILES: [H]/N=N/C(O)=C\C
* maximum force: 6.183 eV Å⁻¹
* Kohn-Sham gap: 8.82 eV

---

Entry 7:
Molecular formula: C16H26B2N6O2Sn
Method: DFT, ωB97M-V/def2-TZVPD

The geometry in XYZ format:
```
53
C16H26B2N6O2Sn (ωB97M-V/def2-TZVPD)
H 2.87429 -1.09944 0.35475
N 2.20081 0.91485 0.15770
B 1.96936 3.41105 -0.47207
N 2.78895 2.07062 -0.33487
C 4.05533 1.79447 -0.70419
Sn 0.07483 0.66261 0.72318
H 4.68003 2.56476 -1.12476
C 4.30201 0.43896 -0.45499
H 5.20679 -0.09865 -0.63650
C 3.10759 -0.08100 0.07136
H 2.61310 4.28950 -0.97311
C -1.98240 0.93939 1.65890
H -2.27442 -0.01454 2.11820
H -2.67290 1.23094 0.84868
H -1.87606 1.73854 2.40718
N 1.52442 3.80298 0.99522
N 0.65235 3.05941 -1.26222
N 0.78069 2.84991 1.65482
N -0.12997 1.96591 -0.89884
C 1.73984 4.84603 1.82309
C 0.12317 3.61576 -2.36958
H 2.32031 5.70032 1.48748
H 0.60357 4.47527 -2.82464
C 1.11950 4.56099 3.03306
C -1.01823 2.88444 -2.72440
C 0.54609 3.29433 2.88654
C -1.13177 1.85216 -1.79675
H 1.08376 5.17676 3.91229
H -1.68465 3.06418 -3.55374
H 0.01334 2.68803 3.59509
H -1.84421 1.02652 -1.72766
H -0.32217 0.47499 2.62425
C 0.02501 -3.96990 -1.65380
C -1.15052 -3.14398 -1.11666
C -2.33940 -3.37546 -2.02939
O -0.80732 -1.75363 -1.24195
B -0.42312 -1.39710 0.02199
O -0.52319 -2.35278 1.00812
C -1.37583 -3.34292 0.42411
C -2.81870 -3.07642 0.88072
C -0.95198 -4.67968 0.99504
H 0.22735 -3.67322 -2.69276
H -0.24016 -5.03766 -1.66539
H 0.94894 -3.84112 -1.06507
H -2.06624 -3.07904 -3.05643
H -2.61460 -4.44237 -2.04634
H -3.21381 -2.78608 -1.72492
H -3.45331 -3.92783 0.59178
H -2.84941 -3.00177 1.97797
H -3.25419 -2.15620 0.45475
H 0.06775 -4.94786 0.69473
H -0.99438 -4.64739 2.09351
H -1.63621 -5.46764 0.65655
```

## Properties
* relative energy (zero: lowest compared OMol25 entry of this formula, charge and spin): 103.5 kcal/mol
* maximum force: 3.977 eV Å⁻¹
* charge: +2
* Kohn-Sham gap (spin up / spin down): 6.92 / 4.02 eV